1.
# C9H12F3OP

2 unconnected molecules or ions with the total composition C9H12F3OP in a non-equilibrium geometry (wB97M-V/def2-TZVPD, the Open Molecules 2025 dataset).

Results
SMILES: C/C=C(/F)C/C=C/F.C/C=C(/F)P=O
HOMO: -0.338 Ha
Orbital gap: 0.3115 Eh
ΔE to the lowest compared entry with this formula, charge and spin: 9.5 kcal/mol
Largest force on an atom: 5.94 eV Å⁻¹

Each line ends with the Löwdin charge.
Geometry (Å):
1 P 2.59388 2.46172 -1.46424  0.8833
2 F 2.43902 0.91668 0.50292  -0.0368
3 F -4.45293 -2.42435 -1.08120  0.0432
4 F -0.07000 0.06837 -0.91374  -0.0019
5 O 2.82949 3.82577 -1.69702  -0.4495
6 C 2.31777 2.20173 0.29519  -0.5067
7 C 1.72016 2.93878 1.28612  -0.1074
8 C 0.30710 -2.10855 -0.96380  -0.1162
9 C -0.41527 -1.15142 -0.38545  -0.3101
10 C -2.77574 -1.60101 0.27112  -0.0574
11 C 1.34417 4.34833 1.16949  -0.1295
12 C -3.19510 -2.11528 -0.88790  -0.1925
13 C -1.37243 -1.11533 0.70054  -0.1194
14 C 0.26984 -3.54694 -0.75394  -0.1184
15 H -2.44754 -2.31558 -1.69329  0.1287
16 H -1.04198 -1.79947 1.50766  0.1351
17 H 1.05799 4.71284 0.11696  0.0970
18 H 1.03981 -1.84958 -1.70763  0.1169
19 H 1.46761 2.49819 2.17456  0.0790
20 H -0.32027 -3.96819 0.09005  0.0817
21 H -3.56378 -1.48437 1.09886  0.1340
22 H 0.56740 4.60449 1.86569  0.0511
23 H 1.26133 -4.04234 -0.60006  0.0867
24 H -1.45564 -0.15710 1.09108  0.0952
25 H -0.23472 -4.02218 -1.63354  0.0880
26 H 2.12985 5.12478 1.61157  0.1261

***

2.
# C25H40ClIN2O8OsP2

A molecular structure, C25H40ClIN2O8OsP2 (wB97M-V/def2-TZVPD, the Open Molecules 2025 dataset).

Results
HOMO (spin up / spin down): -0.489 / -0.500 Ha
Orbital gap (spin up / spin down): 0.2735 / 0.2218 Eh
Charge: +2
ΔE to the lowest compared entry with this formula, charge and spin: 0.0 kcal/mol
Largest force on an atom: 0.53 eV Å⁻¹
⟨S²⟩: 6.0492
2S+1: 5

Each line ends with the Mulliken spin population.
Geometry (Å):
1 Os 0.32531 0.65539 1.36888  2.5290
2 I 3.07094 4.91723 -0.93284  0.0615
3 Cl -1.49231 7.37886 1.29516  0.0694
4 P -1.48452 0.08420 -1.13772  -0.0330
5 P 0.57775 -1.97414 -0.65170  0.0135
6 O 0.71543 -1.32081 0.71462  0.0973
7 O 2.59776 0.35364 1.94402  0.1327
8 O 1.56146 2.53955 0.60375  0.3455
9 O -0.26470 0.91636 -0.86670  0.0606
10 O 0.55668 -3.51760 -0.53629  0.0022
11 O -2.47141 0.58401 -2.21738  -0.0048
12 O 1.57757 -1.48982 -1.73056  0.0040
13 O -2.34593 0.04199 0.18351  0.0722
14 N 3.90599 -0.83390 3.32505  0.0090
15 N -0.72446 2.36945 1.95614  0.0013
16 C -1.00230 -1.62199 -1.43830  -0.0064
17 C 3.67113 -1.69323 -2.86869  0.0005
18 C 2.70681 -0.42532 2.90778  0.0076
19 C -1.82909 2.29176 2.69025  0.0232
20 C -3.68419 -1.43851 1.49789  -0.0024
21 C 3.14437 0.34248 -1.48123  0.0238
22 C 0.32181 0.00528 3.33407  -0.0440
23 C 2.07678 -4.06499 1.33755  0.0000
24 C 2.57171 -4.80561 -1.03238  -0.0004
25 C -2.62870 3.40476 2.94436  -0.0149
26 C -2.95328 -0.50262 -4.34002  0.0000
27 C -0.35046 3.57094 1.45631  0.0569
28 C 0.57091 5.99163 0.34568  -0.1010
29 C 1.51984 -4.50978 0.00652  0.0010
30 C -1.09259 4.72323 1.66595  -0.0072
31 C -4.71292 0.53619 0.28316  0.0015
32 C -3.68933 -0.57129 0.26315  -0.0012
33 C -0.60173 5.94870 1.08157  0.2586
34 C -2.26782 4.62382 2.43023  0.0536
35 C -2.27777 0.67948 -3.69293  0.0001
36 C 1.48062 -0.94619 3.59798  -0.0007
37 C 1.33274 4.85256 0.14600  0.2138
38 C 0.91374 3.58980 0.70631  0.1441
39 C 3.01946 -1.15170 -1.61979  -0.0022
40 C -0.81494 0.84284 -4.03732  0.0017
41 H -0.89259 -1.83984 -2.50123  -0.0012
42 H -4.62109 -1.99271 1.56235  -0.0002
43 H -2.43991 -1.43930 -4.11459  0.0001
44 H 2.68792 0.71023 -0.56803  0.0187
45 H -2.86213 -2.15615 1.47829  -0.0009
46 H -5.71404 0.10503 0.32168  0.0001
47 H -3.51844 3.29247 3.54720  0.0000
48 H -2.81699 1.59158 -3.93491  0.0000
49 H 4.75229 -1.56846 -2.79683  0.0000
50 H 4.00788 -1.40059 4.14916  0.0021
51 H -0.63281 -0.48284 3.55817  0.0097
52 H -2.93899 -0.37161 -5.42256  0.0000
53 H 3.14471 -5.67929 -0.71949  0.0000
54 H -0.36898 1.68510 -3.50922  0.0009
55 H 3.26720 -3.97226 -1.13976  0.0001
56 H 2.68231 -3.16011 1.23845  0.0001
57 H -4.63923 1.16035 -0.60625  0.0001
58 H -3.82753 -1.18821 -0.62906  0.0007
59 H 0.88387 -5.37937 0.14829  0.0000
60 H 4.20375 0.60521 -1.45300  0.0000
61 H -0.23482 -0.05775 -3.81116  -0.0010
62 H -2.87085 5.50287 2.61269  0.0071
63 H -2.07842 1.31597 3.08224  -0.0147
64 H -3.59263 -0.82617 2.39791  0.0016
65 H 3.32044 -1.14337 -3.74334  0.0000
66 H -3.99216 -0.58289 -4.02184  0.0000
67 H 1.27873 -1.92814 3.16639  0.0003
68 H 3.45426 -2.74995 -3.01361  0.0000
69 H 4.73452 -0.46872 2.88218  -0.0020
70 H 3.40470 -1.65638 -0.73078  0.0012
71 H -4.57678 1.16075 1.16910  0.0001
72 H 1.66966 -1.09481 4.66383  0.0002
73 H 1.28080 -3.88228 2.05853  0.0000
74 H -0.73034 1.02467 -5.10879  0.0001
75 H 2.12045 -5.02357 -1.99980  0.0000
76 H -1.76209 -2.28508 -1.02016  0.0009
77 H 0.39325 0.87922 3.98989  0.0059
78 H 2.68691 0.83890 -2.33873  0.0009
79 H 2.71795 -4.85660 1.72649  -0.0001
80 H 0.88886 6.93744 -0.07178  0.0027

***

3.
# C41H48BN14O4STb

A molecular structure, C41H48BN14O4STb in a non-equilibrium geometry (wB97M-V/def2-TZVPD, the Open Molecules 2025 dataset).

Results
HOMO (spin up / spin down): -0.255 / -0.255 Ha
Orbital gap (spin up / spin down): 0.2438 / 0.2438 Eh
Largest force on an atom: 2.15 eV Å⁻¹
⟨S²⟩: 12.6136
2S+1: 7

Each line ends with the Mulliken spin population.
Geometry (Å):
1 Tb 0.92019 0.46514 -0.74237  6.0841
2 S -1.76667 -0.46925 1.38216  -0.0007
3 O 0.63220 -3.31403 -2.49319  0.0002
4 O 0.38509 -1.52381 -1.20476  -0.0022
5 O 3.27468 -1.88985 -7.05215  0.0001
6 O 1.71895 -0.63976 -8.09885  0.0000
7 N -0.43180 3.38337 0.40671  0.0054
8 N 1.57648 2.68446 -1.77575  -0.0262
9 N 3.05462 2.10384 0.88922  0.0030
10 N 2.25927 -0.31867 3.57931  0.0003
11 N 0.78141 0.13125 -3.23401  -0.0204
12 N 5.61745 0.63829 -1.26866  0.0001
13 N 3.51066 0.06723 -0.84252  -0.0051
14 N -4.06082 0.62184 2.10518  0.0000
15 N -1.53961 2.53389 -1.68060  0.0009
16 N 1.78562 -0.48841 1.41482  0.0040
17 N 0.04364 2.22981 0.89780  -0.0164
18 N 0.65990 3.66292 -1.85119  0.0055
19 N -4.22546 -1.05862 0.56643  0.0000
20 N -1.24348 1.24162 -1.48415  -0.0268
21 C 5.48498 -0.66021 -1.71326  -0.0017
22 C 0.67211 -2.10662 -2.30922  0.0040
23 C 3.34791 1.35991 2.10661  0.0006
24 C 1.45278 -1.42949 3.45713  -0.0007
25 C -3.87340 -4.33640 0.78855  0.0000
26 C 5.91599 -2.83758 -2.49148  -0.0001
27 C 6.37783 -1.55430 -2.28207  0.0000
28 C -4.48585 -3.40151 -0.25437  0.0000
29 C -2.91970 1.37453 -2.95372  -0.0004
30 C 4.19449 2.29023 0.00244  0.0003
31 C 1.23930 0.53459 -5.54486  -0.0011
32 C -3.67476 0.95314 5.29577  0.0000
33 C -2.06759 0.52954 -2.24589  -0.0008
34 C 3.71744 -2.32352 -1.60499  -0.0041
35 C -4.20707 -0.45390 5.05846  0.0000
36 C -4.06667 -3.84171 2.21555  0.0000
37 C -3.42498 -0.27620 1.31803  0.0013
38 C 2.42470 0.19692 2.32922  -0.0045
39 C 1.52200 -1.65345 -4.66723  0.0006
40 C -3.77762 -2.04821 -0.38836  -0.0008
41 C 4.62027 -3.21852 -2.13676  0.0002
42 C -4.08218 1.93906 4.20069  0.0000
43 C -2.54497 2.64372 -2.56418  0.0010
44 C 0.43798 -2.61602 1.59589  -0.0020
45 C 1.65973 -0.77798 -5.73975  0.0007
46 C 0.98785 4.53564 -2.81431  0.0001
47 C 0.16815 -3.35767 3.88875  -0.0001
48 C 4.15272 -1.01619 -1.41336  0.0036
49 C -0.46665 3.59518 2.60212  -0.0003
50 C 1.04665 -1.17217 -3.45606  0.0005
51 C 2.16538 4.11986 -3.39823  0.0005
52 C 2.48999 2.95357 -2.70981  0.0029
53 C -0.05222 -3.51531 2.51965  -0.0002
54 C 4.41880 1.00886 -0.74368  0.0005
55 C -0.73995 4.22303 1.40599  -0.0008
56 C 0.93166 -2.31799 4.38285  0.0002
57 C 0.01772 2.34508 2.22163  0.0010
58 C 0.82794 0.94325 -4.29582  0.0031
59 C 2.28577 -1.16409 -7.14238  -0.0001
60 C 1.17861 -1.54007 2.07975  0.0021
61 C -3.41042 1.67241 2.85255  0.0000
62 B -0.67794 3.65968 -1.08473  -0.0128
63 H 6.57479 -3.56617 -2.93593  0.0000
64 H -5.06416 0.70673 2.02018  0.0000
65 H 2.68133 0.02043 4.42723  0.0001
66 H -0.59433 3.97795 3.59307  0.0001
67 H -5.12713 -3.72214 2.43295  0.0000
68 H 0.25634 -2.71737 0.53620  0.0012
69 H 3.96738 3.10573 -0.69080  0.0000
70 H -3.41622 2.59495 2.25453  0.0000
71 H -3.56577 -2.88889 2.35906  0.0001
72 H 4.36458 0.94825 2.04451  -0.0006
73 H -0.26977 -4.06549 4.57834  0.0000
74 H 7.38470 -1.27008 -2.54850  0.0000
75 H 3.32227 1.99385 3.00508  0.0000
76 H 0.37461 5.38951 -3.01547  -0.0001
77 H -3.96588 -1.66045 -1.39722  -0.0001
78 H -4.33905 -5.32018 0.68236  0.0000
79 H -2.58555 0.91990 5.35393  0.0000
80 H -2.37131 1.37007 2.99729  0.0000
81 H 0.31671 1.52833 2.84858  -0.0011
82 H -3.65105 -4.55415 2.92429  0.0000
83 H 1.76455 -2.70037 -4.76795  -0.0002
84 H -2.01720 -0.54535 -2.24687  0.0000
85 H -4.42806 -3.89407 -1.22719  0.0000
86 H -4.04764 1.31902 6.25570  0.0000
87 H -3.94037 -1.10532 5.88828  0.0000
88 H -1.21147 4.71061 -1.21717  0.0001
89 H -5.29254 -0.44022 4.97218  0.0000
90 H 5.12107 2.56576 0.54172  0.0000
91 H -2.70052 -2.16766 -0.24943  0.0005
92 H 6.44183 1.21092 -1.34583  0.0000
93 H 2.60623 2.98779 1.09885  0.0005
94 H -2.93195 3.60006 -2.85249  -0.0001
95 H -3.80651 2.94674 4.51815  0.0000
96 H 3.32967 2.30305 -2.87650  -0.0003
97 H -1.12957 5.20111 1.20917  0.0000
98 H 4.31335 -4.23909 -2.29044  0.0000
99 H -2.80866 -4.44976 0.57919  0.0000
100 H -3.67886 1.10194 -3.65600  0.0001
101 H 1.11508 -2.20939 5.43925  0.0000
102 H -5.21856 -0.86684 0.56891  0.0000
103 H 2.72071 -2.62574 -1.33355  0.0010
104 H -5.54479 -3.24494 -0.02810  0.0000
105 H 1.24225 1.21334 -6.38282  -0.0002
106 H -3.78737 -0.87422 4.14886  0.0000
107 H -0.62848 -4.36275 2.17964  0.0000
108 H -5.16806 1.92297 4.07706  0.0000
109 H 0.47863 1.96035 -4.14314  0.0001
110 H 2.69566 4.57094 -4.20978  0.0000

***

4.
# C22H29BBr3NO2

3 unconnected molecules or ions with the total composition C22H29BBr3NO2 in a non-equilibrium geometry (wB97M-V/def2-TZVPD, the Open Molecules 2025 dataset).

Results
SMILES: C/C(Br)=C(\Br)[C@]1(B(N)O)CCO[C@H]1CCCBr.c1ccccc1.c1ccccc1
HOMO: -0.324 Ha
Orbital gap: 0.3281 Eh
Largest force on an atom: 1.56 eV Å⁻¹

Each line ends with the Löwdin charge.
Geometry (Å):
1 Br 4.76223 0.74307 1.28580  0.8533
2 Br -3.66698 -0.14957 -2.68091  0.6063
3 Br 3.20232 -1.67517 -2.28592  0.8885
4 O 3.38859 2.46450 -0.89238  0.1185
5 O 0.66724 -1.57039 -0.35684  -0.1619
6 N 1.24318 2.39385 -2.09048  0.1721
7 C -0.77786 -6.26102 3.72677  -0.1002
8 C 1.53512 0.22005 0.95793  -0.1165
9 C 0.47851 -5.67070 3.72196  -0.0981
10 C 5.62046 -1.27868 -0.50913  -0.1885
11 C 0.72292 -0.35501 -1.11724  -0.3072
12 C -0.65735 0.35405 -0.93264  -0.1610
13 C -2.23865 4.05825 -1.32028  -0.0960
14 C -1.84798 5.12474 -0.52122  -0.0987
15 C 1.98592 0.35168 -0.49922  -0.2967
16 C 0.80300 -4.73849 2.74587  -0.0918
17 C -4.33610 5.15080 -1.74931  -0.0917
18 C -2.69873 6.20670 -0.33926  -0.0993
19 C -0.12697 -4.39841 1.77326  -0.0896
20 C -1.76394 -0.64062 -0.57781  -0.2784
21 C -3.94221 6.22006 -0.95559  -0.0970
22 C -1.70999 -5.91797 2.75701  -0.0984
23 C 1.06445 -1.26257 0.96886  -0.1734
24 C -3.16135 -0.04860 -0.79100  -0.5662
25 C -1.38380 -4.98786 1.77932  -0.0894
26 C 3.24482 -0.47746 -0.79659  -0.5943
27 C -3.48352 4.07112 -1.93224  -0.0919
28 C 4.42355 -0.43628 -0.16628  -0.7212
29 B 2.22053 1.79712 -1.15983  -0.5527
30 H -3.89881 -0.66255 -0.28408  0.0514
31 H 6.14178 -0.88128 -1.38085  0.0859
32 H -0.63904 1.19276 -0.23754  0.1057
33 H -2.39443 7.03732 0.28469  0.0993
34 H -3.23441 0.99280 -0.49008  0.0518
35 H -2.69070 -6.37643 2.76299  0.0991
36 H 3.28872 3.41468 -1.02654  0.1087
37 H -1.58046 3.21146 -1.46390  0.0756
38 H -4.60609 7.06339 -0.81522  0.0999
39 H 0.78961 -0.55992 -2.18063  0.1105
40 H -1.03050 -6.98939 4.48675  0.0989
41 H -1.70033 -0.94184 0.47032  0.1111
42 H -1.68069 -1.51466 -1.22074  0.1024
43 H 6.32562 -1.25030 0.32011  0.0488
44 H 1.16706 3.39738 -1.95522  0.0704
45 H 1.20512 -5.93812 4.47862  0.0990
46 H 0.77496 0.94132 1.24740  0.1173
47 H -2.10892 -4.72138 1.02074  0.1006
48 H 0.23736 -1.38339 1.66988  0.1192
49 H 1.78249 -4.27623 2.74267  0.0982
50 H 1.48134 2.21966 -3.06098  0.0927
51 H 2.29940 0.30113 1.72622  0.0505
52 H -0.87900 5.11418 -0.03490  0.0958
53 H -5.30823 5.15957 -2.22527  0.1014
54 H -3.79076 3.23336 -2.54646  0.0853
55 H 5.34139 -2.31832 -0.66431  0.0531
56 H -0.93127 0.78148 -1.89774  0.0839
57 H 0.12608 -3.68084 1.00496  0.0812
58 H 1.94533 -1.85300 1.22654  0.1237

***

5.
# C3H9NO2

2 unconnected molecules or ions with the total composition C3H9NO2 in a non-equilibrium geometry (wB97M-V/def2-TZVPD, the Open Molecules 2025 dataset).

Results
SMILES: CC(=O)O.CN
HOMO: -0.334 Ha
Orbital gap: 0.3662 Eh
ΔE to the lowest compared entry with this formula, charge and spin: 20.4 kcal/mol
Largest force on an atom: 1.27 eV Å⁻¹

Each line ends with the Löwdin charge.
Geometry (Å):
1 O 1.02004 -1.43106 0.62030  0.1015
2 O 1.21539 0.09977 -1.00442  0.0741
3 N -1.94539 -0.41288 -0.60455  -0.0614
4 C 1.16341 -0.18463 0.16461  -0.6091
5 C -2.24184 0.99972 -0.37609  -0.1788
6 C 1.32771 0.84721 1.24091  0.0158
7 H 0.56528 1.60157 1.03339  0.0793
8 H 0.61287 -2.05044 0.00772  0.1186
9 H -3.01061 1.42691 -0.98925  0.0518
10 H -1.30836 -0.56893 -1.37625  0.0506
11 H -2.65423 1.06529 0.63202  0.0698
12 H 1.21082 0.55055 2.28112  0.0870
13 H 2.27572 1.31247 1.00322  0.0890
14 H -2.74470 -1.02103 -0.62242  0.0541
15 H -1.31258 1.54547 -0.47957  0.0579

***

6.
# C2H8N

3 unconnected molecules or ions with the total composition C2H8N in a non-equilibrium geometry (wB97M-V/def2-TZVPD, the Open Molecules 2025 dataset).

Results
HOMO: -0.620 Ha
Orbital gap: 0.4090 Eh
Charge: +1
ΔE to the lowest compared entry with this formula, charge and spin: 77.0 kcal/mol
Largest force on an atom: 5.01 eV Å⁻¹

Each line ends with the Löwdin charge.
Geometry (Å):
1 N 1.88616 -0.35729 -0.23726  0.2084
2 C -0.58220 0.01513 0.15098  -0.0465
3 C 0.75842 -0.77325 0.31616  -0.0227
4 H -0.31041 1.12347 0.14141  0.1084
5 H 2.72019 -0.96225 -0.24646  0.1689
6 H -1.23211 -0.49673 0.92529  0.1250
7 H -0.36642 -0.30699 -0.86805  0.1065
8 H -3.05309 1.81158 0.09006  0.0906
9 H 0.60160 -1.79950 0.23855  0.1296
10 H -2.47157 1.18188 0.03390  0.0004
11 H 2.04943 0.56395 -0.54458  0.1315

***

Short version: E_tot = -29012.577, -87594.213, -106300.497, -239674.459, -8842.072, -3683.828 eV, in the order given.